C4H6OS | ωB97M-V/def2-TZVPD

Structure (XYZ):
```
12
Properties=species:S:1:pos:R:3
O 1.81634 0.42612 0.92094
C 0.51764 -0.12469 0.67180
C 0.36476 -1.05373 -0.50943
C -0.16479 0.46267 -0.46843
C -1.56591 0.74333 -0.21808
S -2.62136 1.80520 -0.94022
H 2.53490 -0.34324 0.89905
H -0.24859 -0.16841 1.56146
H -0.41130 -1.84489 -0.38511
H 1.33693 -1.25050 -1.10861
H 0.41593 1.17228 -1.14260
H -1.97454 0.17586 0.71923
```

**SMILES**: O[C@@H]1C[C@H]1C=S
**Relative energy (zero: lowest compared OMol25 entry of this formula, charge and spin)**: 66.2 kcal per mole
**Multiplicity**: 1
**Highest occupied orbital energy**: -8.7 eV
**LUMO energy**: -0.36 eV
**Gap between HOMO and LUMO**: 0.306 Eh
**F_max**: 3.488 eV/Å

---

C27H53O11P | ωB97M-V/def2-TZVPD

Structure (XYZ):
```
92
Properties=species:S:1:pos:R:3
C -7.15609 0.73645 -0.10451
C -6.23023 -0.48027 -0.24464
C -4.94213 -0.36151 0.58722
C -3.69186 -1.00788 -0.04666
C -2.49058 -0.06187 -0.22684
C -1.13538 -0.71650 0.06051
C -0.01201 0.29904 0.32308
C 1.34209 -0.11766 -0.25725
C 2.53264 0.64621 0.34987
C 3.49351 1.28668 -0.66811
C 4.09745 2.63072 -0.22701
C 5.47769 2.51698 0.42473
C 6.23687 3.85493 0.50763
C 7.76231 3.73922 0.31123
C 8.64471 4.22665 1.46451
C 8.06680 4.96497 2.67309
C 9.33343 5.42330 3.35677
O 9.53280 5.67757 4.50098
O 10.32255 5.49146 2.42001
C 9.77618 5.20619 1.13024
C 9.25549 6.43541 0.34783
P 9.79183 8.04755 0.89244
O 9.76031 8.37460 2.32651
O 11.23335 8.15358 0.20181
O 8.81396 8.97666 0.01574
H -7.08330 1.16817 0.89606
H -8.20189 0.48221 -0.28158
H -6.87827 1.51718 -0.81551
H -6.77972 -1.36944 0.05222
H -5.99114 -0.60345 -1.30483
H -5.12490 -0.85079 1.54643
H -4.75524 0.69706 0.78222
H -3.37984 -1.87034 0.54906
H -3.97449 -1.41633 -1.02196
H -2.60739 0.79607 0.44257
H -2.48691 0.31558 -1.25349
H -0.85134 -1.36174 -0.77506
H -1.25625 -1.34339 0.94941
H -0.28814 1.27071 -0.09795
H 0.09985 0.44557 1.40115
H 1.47364 -1.19634 -0.13730
H 1.32462 0.06483 -1.33641
H 2.15925 1.42179 1.02534
H 3.10518 -0.04274 0.97649
H 4.32013 0.59467 -0.84745
H 2.97527 1.42612 -1.61857
H 3.41772 3.11350 0.48205
H 4.17374 3.30050 -1.08842
H 6.07748 1.76399 -0.09164
H 5.33938 2.14325 1.44599
H 6.00168 4.32762 1.46043
H 5.82706 4.51735 -0.26066
H 8.01042 2.69242 0.12691
H 8.03726 4.26278 -0.60822
H 9.18210 3.38159 1.90831
H 7.40919 4.40848 3.33517
H 7.54306 5.88890 2.39979
H 10.55385 4.74343 0.52480
H 8.16560 6.48407 0.30601
H 9.59243 6.32162 -0.68529
H 11.69842 8.93240 0.53937
H 8.78212 9.85181 0.42952
C -5.19233 -6.96383 1.29675
C -5.31397 -5.57276 0.71747
O -4.37447 -4.64935 1.29920
C -3.13118 -4.72275 0.83516
O -2.72647 -5.47712 -0.00931
O -2.39377 -3.82171 1.48763
C -1.01374 -3.80331 1.11263
H -5.28402 -6.93337 2.38315
H -5.98290 -7.59819 0.89630
H -4.23118 -7.40903 1.04418
H -6.28576 -5.14277 0.95070
H -5.19674 -5.57476 -0.36515
H -0.90813 -3.67703 0.03743
H -0.52354 -4.72472 1.42236
H -0.57863 -2.95620 1.63431
C -8.94069 -6.28830 -5.14400
C -9.05233 -7.00422 -3.81651
O -8.28059 -6.35630 -2.78995
C -8.83311 -5.26590 -2.26592
O -9.91112 -4.80915 -2.53911
O -7.98435 -4.76562 -1.36817
C -8.39656 -3.54882 -0.74575
H -7.89434 -6.18754 -5.43377
H -9.46188 -6.85607 -5.91471
H -9.38279 -5.29487 -5.09028
H -8.62940 -8.00466 -3.87833
H -10.08816 -7.08548 -3.48917
H -9.39325 -3.63102 -0.31775
H -8.36790 -2.73235 -1.46554
H -7.67298 -3.36439 0.04201
```

**SMILES**: CCCCCCCCCCCCCC[C@@H]1CC(=O)O[C@@H]1CP(=O)(O)O.CCOC(=O)OC.CCOC(=O)OC
**Relative energy (zero: lowest compared OMol25 entry of this formula, charge and spin)**: 0.0 kcal per mole
**Multiplicity**: 1
**Highest occupied orbital energy**: -10.0 eV
**LUMO energy**: 0.44 eV
**Gap between HOMO and LUMO**: 0.385 Eh
**F_max**: 0.550 eV/Å